#w
16
Properties=species:S:1:pos:R:3:mulliken_charge:R:1 method="wB97M-V/def2-TZVPD" lumo_energy_ev=0.7 homo_energy_ha=-0.312 orbital_gap_ev=9.214 multiplicity=1 total_charge=0
S 0.173 -0.118 -1.115 0.445
S -0.375 -1.339 1.603 -0.062
O -1.024 -0.719 -1.712 -0.615
N -1.602 0.903 0.538 -0.595
C -0.364 0.280 0.703 -0.256
C 0.276 1.625 -1.724 -1.012
C 1.232 -2.041 1.149 -0.815
H 1.212 -3.033 1.752 0.275
H -2.360 0.277 0.086 0.300
H 0.782 2.011 -0.926 0.316
H 1.308 -1.956 0.081 0.319
H 0.958 1.640 -2.548 0.373
H -2.037 1.144 1.471 0.275
H 2.001 -1.547 1.608 0.321
H 0.525 1.055 1.077 0.362
H -0.705 1.817 -2.042 0.368

---

#x
16
Properties=species:S:1:pos:R:3:mulliken_charge:R:1 method="wB97M-V/def2-TZVPD" lumo_energy_ev=0.6 homo_energy_ha=-0.335 orbital_gap_ev=9.700 smiles="CNC=O.CSS" multiplicity=1 total_charge=0
S 0.812 -1.038 1.276 -0.002
S 2.340 -1.009 -0.092 -0.225
O -1.756 -0.263 -2.472 -0.559
N -1.743 1.743 -1.433 -0.172
C -0.352 1.658 -1.016 -0.646
C 1.348 -2.264 2.541 -0.786
C -2.355 0.681 -2.014 0.092
H 0.013 0.649 -1.168 0.134
H 1.863 -3.066 2.022 0.293
H 0.421 -2.590 3.006 0.265
H -0.234 1.945 0.029 0.310
H -2.320 2.392 -0.926 0.253
H 3.138 -0.166 0.563 0.160
H 1.997 -1.805 3.282 0.291
H 0.275 2.345 -1.589 0.265
H -3.448 0.788 -2.010 0.326

---

Which structure loses on stability? #w does.

---

#w
40
Properties=species:S:1:pos:R:3:mulliken_spin:R:1 method="wB97M-V/def2-TZVPD" lumo_energy_ev="2.4 / 2.9" homo_energy_ha="-0.198 / -0.201" orbital_gap_ev="7.770 / 8.372" multiplicity=5 total_charge=-1
Mn 0.331 -1.519 0.249 4.168
P 1.621 -3.052 2.446 0.005
P 1.503 -3.738 -0.275 0.013
O 2.906 -2.470 3.236 0.002
O 1.090 -4.240 3.107 0.002
O 1.890 -4.982 -0.945 0.001
O 0.809 0.269 0.374 0.017
O 0.065 -3.402 0.025 -0.001
O 1.998 -2.440 -1.212 0.000
O 0.720 -1.871 2.158 0.040
O 2.401 -3.419 1.022 0.003
C -2.671 0.645 -1.713 -0.040
C -1.976 2.711 -2.715 -0.039
C -0.426 0.881 -2.518 -0.033
C -1.184 1.111 1.378 0.033
C -1.080 -1.229 -1.352 -0.239
C 1.013 1.279 2.561 0.007
C 0.334 1.302 1.176 -0.014
C 0.586 2.672 0.512 -0.009
C -0.712 2.169 -2.917 0.017
C -2.957 1.930 -2.125 0.020
C -1.389 0.093 -1.864 0.032
H 2.556 -2.754 -1.923 0.012
H -1.706 1.382 0.464 0.000
H -1.362 0.041 1.587 -0.004
H 1.637 2.940 0.584 -0.001
H -2.194 3.724 -3.027 -0.002
H 3.216 -1.660 2.834 0.000
H -1.545 1.718 2.203 0.003
H 0.307 2.628 -0.537 0.003
H -3.446 0.042 -1.263 -0.001
H 0.561 0.466 -2.666 0.003
H 0.618 2.084 3.177 -0.001
H 0.048 2.771 -3.399 0.001
H 0.810 0.320 3.030 0.002
H -1.993 -1.762 -1.061 0.000
H 2.086 1.408 2.454 -0.003
H -0.002 3.432 1.017 0.001
H -3.955 2.332 -2.001 0.001
H -0.509 -1.815 -2.082 0.002

---

#x
40
Properties=species:S:1:pos:R:3:mulliken_spin:R:1 method="wB97M-V/def2-TZVPD" lumo_energy_ev="1.7 / 2.9" homo_energy_ha="-0.208 / -0.218" orbital_gap_ev="7.374 / 8.795" multiplicity=5 total_charge=-1
Mn 0.678 -0.198 -0.298 4.229
P 0.917 -2.573 -2.275 0.006
P -0.020 -0.153 -3.254 -0.005
O 0.483 -3.923 -1.924 0.000
O 1.987 -2.547 -3.454 0.001
O -0.502 0.194 1.009 0.062
O -0.342 -1.718 -2.911 0.005
O 1.248 -0.054 -4.029 0.000
O -0.191 0.666 -2.008 0.048
O 1.462 -1.672 -1.158 0.040
O -1.282 0.184 -4.200 -0.001
C -1.363 0.644 1.987 0.003
C 2.970 0.495 2.829 -0.055
C 2.487 1.254 1.750 0.073
C 2.500 2.273 4.368 -0.054
C -2.613 -0.260 1.939 0.004
C 2.053 3.056 3.313 0.026
C 2.055 2.563 2.025 -0.057
C 2.966 0.992 4.114 0.026
C -1.752 2.112 1.727 0.007
C 2.452 0.714 0.399 -0.371
C -0.696 0.536 3.372 0.003
H -0.289 -0.464 3.495 0.000
H 2.489 2.658 5.377 -0.004
H 3.334 0.387 4.931 0.001
H 1.991 -1.626 -3.785 0.000
H 2.549 1.511 -0.359 0.025
H -1.411 0.748 4.163 0.000
H 0.126 1.242 3.428 0.001
H 1.703 4.060 3.511 0.001
H -3.111 -0.142 0.980 -0.002
H -2.303 -1.299 2.028 -0.002
H 3.228 -0.045 0.255 -0.011
H -1.062 -0.143 -5.071 0.001
H -2.023 2.229 0.680 0.001
H -2.586 2.403 2.364 -0.001
H 3.320 -0.510 2.639 -0.002
H -0.897 2.753 1.928 0.001
H -3.311 -0.025 2.738 0.000
H 1.693 3.170 1.205 0.000

---

Which structure loses on stability? #w does.

---

#w
58
Properties=species:S:1:pos:R:3:mulliken_charge:R:1 method="wB97M-V/def2-TZVPD" lumo_energy_ev=-0.1 homo_energy_ha=-0.345 orbital_gap_ev=9.253 multiplicity=1 total_charge=0
O 1.784 3.501 -1.085 -0.741
O -1.691 3.188 1.342 -0.606
O 3.640 2.424 2.670 -0.675
O -1.239 -0.314 3.905 -0.565
O -2.648 -1.507 -1.408 -0.685
O 1.519 -1.280 2.511 -0.456
O 0.912 2.961 1.113 -0.533
O 0.271 -3.061 -0.732 -0.508
O 0.834 -0.544 -3.850 -0.677
O 1.883 -4.071 1.148 -0.673
O -2.063 0.826 -2.563 -0.496
O -0.199 3.492 -2.871 -0.613
O -1.023 -4.599 1.361 -0.650
O 1.903 1.705 -3.438 -0.595
O -0.748 -2.620 -3.205 -0.734
N -0.444 0.173 0.317 0.324
C 1.066 -0.181 2.350 0.398
C -2.768 -0.394 2.006 -1.323
C -1.361 -0.719 2.556 0.063
C 0.651 0.296 -0.636 -0.360
C -0.282 0.172 1.754 -0.111
H 0.339 3.004 -3.515 0.323
H -3.010 -2.398 -1.328 0.292
H 0.402 0.264 -3.571 0.330
H -2.811 1.429 -2.411 0.311
H 2.228 -3.720 1.968 0.298
H 1.551 -0.334 -0.540 0.312
H 1.181 -4.697 1.355 0.320
H -1.572 0.588 3.897 0.462
H -1.069 -1.751 2.449 0.469
H 3.173 1.955 3.367 0.304
H 1.068 1.290 -0.556 0.071
H -0.144 -2.077 -3.735 0.390
H 0.156 0.159 -1.607 -0.014
H -2.087 -1.727 -2.190 0.311
H 1.623 0.764 2.482 -0.593
H 0.537 -2.167 -0.501 0.132
H -2.452 -0.037 -2.281 0.241
H 0.227 3.618 1.237 0.245
H -0.531 1.232 1.971 0.414
H 0.952 3.994 -1.154 0.369
H -1.006 -0.648 0.111 0.318
H 1.051 -3.545 -0.384 0.323
H 0.519 2.130 0.827 0.442
H -0.824 -4.545 0.416 0.295
H 2.046 2.530 -2.929 0.276
H 1.297 -0.293 -4.662 0.288
H 2.907 2.630 2.070 0.331
H -0.956 2.892 -2.870 0.297
H -2.082 2.301 1.315 0.264
H -2.749 0.116 1.049 0.372
H -3.400 0.002 2.816 0.354
H -3.302 -1.322 1.690 0.174
H -1.755 -4.009 1.533 0.276
H 2.771 1.302 -3.353 0.249
H 1.651 3.099 -0.216 0.222
H -2.523 3.684 1.344 0.292
H -0.340 -2.933 -2.381 0.459

---

#x
58
Properties=species:S:1:pos:R:3:mulliken_charge:R:1 method="wB97M-V/def2-TZVPD" lumo_energy_ev=-0.1 homo_energy_ha=-0.327 orbital_gap_ev=8.844 multiplicity=1 total_charge=0
O -0.680 2.260 -2.193 -0.665
O -2.695 1.478 4.030 -0.559
O -0.894 0.472 -4.095 -0.700
O 3.387 -3.750 2.365 -0.633
O 0.002 -1.239 -2.072 -0.524
O 3.165 -1.926 -0.127 -0.710
O 3.056 1.715 -1.951 -0.725
O 2.560 3.496 0.299 -0.614
O 2.526 -0.938 -2.735 -0.698
O -2.619 1.092 -0.360 -0.588
O -0.329 -1.647 3.566 -0.513
O 1.397 3.670 -3.378 -0.646
O 0.436 -3.739 1.536 -0.601
O -0.779 -3.344 -0.797 -0.615
O -3.944 -2.838 -1.439 -0.618
N 0.175 0.595 1.856 -0.108
C -0.671 0.753 3.042 -0.317
C -0.886 -0.597 3.766 -0.442
C -0.253 -0.437 0.897 1.253
C -2.087 1.382 2.751 0.316
C -1.768 2.785 2.129 -1.340
H -1.674 1.200 -0.481 0.108
H -1.029 -1.085 1.291 0.355
H -0.125 -0.322 -1.817 -0.047
H -0.656 -2.938 -1.666 0.353
H -3.594 1.187 3.952 0.375
H -1.572 -0.447 4.614 0.413
H 0.876 4.047 -2.667 0.313
H 0.594 -1.042 0.598 -0.415
H -4.276 -2.602 -2.297 0.296
H 2.428 -3.943 2.305 0.380
H -2.697 0.778 2.077 0.503
H 2.804 -1.520 -2.010 0.393
H 2.628 2.630 0.728 0.291
H 2.156 2.050 -1.961 0.414
H 3.486 3.637 0.073 0.298
H -0.892 1.581 -2.903 0.402
H 0.306 1.506 1.442 0.221
H 0.955 -1.177 -2.344 0.625
H -0.501 0.135 0.016 -1.103
H -0.117 -4.525 1.491 0.317
H 3.516 -3.328 1.496 0.380
H 0.051 -3.250 -0.321 0.246
H 3.107 -1.082 0.317 0.355
H -0.062 -3.339 2.272 0.311
H -1.738 0.018 -4.133 0.313
H -0.867 3.122 2.636 0.404
H 0.796 3.064 -3.810 0.333
H -2.715 3.290 2.350 0.337
H -0.089 1.401 3.701 0.511
H 3.673 1.897 -2.639 0.287
H -0.220 -0.156 -3.788 0.332
H -1.692 2.895 1.063 0.213
H 2.587 -2.422 0.484 0.158
H 2.974 -0.079 -2.589 0.371
H -2.806 0.248 -0.782 0.377
H -3.220 -3.447 -1.550 0.309
H -1.495 2.775 -2.238 0.314

---

Which structure loses on stability? #w does.